Arrangement 1

A gas-phase ion, C6H15N2 (charge +1). Source: the Open Molecules 2025 dataset; level of theory: wB97M-V/def2-TZVPD.

The HOMO energy is -11.20 eV. Its LUMO energy is -3.51 eV. For the HOMO-LUMO gap, the calculation gives 7.70 eV. The total charge is +1.

```
23
Properties=species:S:1:pos:R:3:nbo_charge:R:1
C 1.09 -2.38 1.72 -0.65
C 0.47 -1.78 0.48 0.26
N -0.30 -2.63 -0.27 -0.81
C 0.77 -0.54 0.07 -0.42
C 0.19 0.11 -1.18 -0.43
C 0.43 1.63 -1.17 -0.42
C -0.23 2.38 -0.04 -0.21
N -1.68 1.97 0.15 -0.68
H 1.42 -1.59 2.40 0.23
H 0.40 -3.07 2.20 0.22
H 1.98 -2.92 1.40 0.24
H -0.61 -3.54 0.02 0.41
H -0.81 -2.23 -1.03 0.38
H 1.56 0.07 0.49 0.21
H 0.70 -0.28 -2.06 0.24
H -0.89 -0.05 -1.30 0.16
H 0.09 1.99 -2.14 0.22
H 1.49 1.85 -1.12 0.25
H -0.23 3.45 -0.17 0.23
H 0.22 2.21 0.94 0.23
H -1.71 0.94 0.03 0.45
H -2.33 2.33 -0.54 0.44
H -2.03 2.06 1.11 0.45
```

---

Arrangement 2

A molecular structure, C6H15N2. Source: the Open Molecules 2025 dataset; level of theory: wB97M-V/def2-TZVPD.

The HOMO energy is -13.00 eV. Its LUMO energy is -3.45 eV. For the HOMO-LUMO gap, the calculation gives 9.56 eV. The total charge is +1.

```
23
Properties=species:S:1:pos:R:3:nbo_charge:R:1
C 2.36 0.16 -0.35 0.39
C -2.29 0.79 0.49 -0.65
C -1.36 -0.82 -1.42 -0.65
C -0.80 -0.88 1.17 -0.63
C 0.32 1.26 -0.33 -0.24
C -1.15 -0.08 -0.12 0.14
N 3.37 -0.57 0.06 -0.73
N 1.50 0.80 0.36 -0.49
H 2.35 0.01 -1.50 0.23
H -1.98 1.44 1.25 0.21
H -2.63 1.53 -0.30 0.21
H -3.13 0.06 0.84 0.23
H -0.46 -0.89 -1.84 0.20
H -1.84 -1.80 -1.30 0.23
H -1.97 -0.33 -2.01 0.23
H -0.68 -0.27 1.97 0.20
H 0.06 -1.38 0.99 0.19
H -1.67 -1.64 1.22 0.24
H 0.00 2.04 0.25 0.21
H 0.36 1.26 -1.34 0.22
H 4.19 -0.85 -0.42 0.43
H 3.73 -0.55 0.99 0.40
H 1.71 0.71 1.34 0.43
```

---

Preferred: arrangement 1; penalty for the next structure: 2.737 eV.